(1)
DFT (ωB97M-V/def2-TZVPD) results for a single C7H8O2 molecule.

The geometry in ORCA input format:
```
! wB97M-V def2-TZVPD RIJCOSX def2/J DEFGRID3
* xyz 0 1
O 2.307 -1.278 1.742
C 1.580 -0.441 1.183
C 0.382 0.825 1.531
O 0.571 2.245 1.025
C -0.325 0.170 0.293
C -1.449 0.084 -0.784
C -0.915 -1.044 -1.590
C 0.374 -1.343 -1.473
C 0.992 -0.224 -0.350
H -0.240 0.786 2.549
H 0.771 2.893 1.865
H -0.710 -0.688 0.837
H -1.828 1.027 -1.272
H -2.384 -0.249 -0.154
H -1.561 -1.612 -2.358
H 0.945 -1.848 -2.452
H 1.490 0.699 -0.593
*
```

As for the HOMO energy: -9.00 eV. For the total energy, the calculation gives -11477.456 eV. Its relative energy (zero: lowest compared OMol25 entry of this formula, charge and spin) is 588.9 kJ/mol. As for the LUMO energy: 0.465 eV. The value obtained for the HOMO-LUMO gap is 9.47 eV. Its SMILES is O=C1[C@@H](O)[C@H]2CC=C[C@H]12.

Mulliken charges, unit e, in atom order: atom 1 (O): -0.522, atom 2 (C): 0.281, atom 3 (C): -0.015, atom 4 (O): -0.543, atom 5 (C): -0.281, atom 6 (C): -0.752, atom 7 (C): -0.119, atom 8 (C): -0.551, atom 9 (C): 0.097, atom 10 (H): 0.332, atom 11 (H): 0.317, atom 12 (H): 0.313, atom 13 (H): 0.302, atom 14 (H): 0.226, atom 15 (H): 0.293, atom 16 (H): 0.237, atom 17 (H): 0.385

(2)
DFT (ωB97M-V/def2-TZVPD) results for a single C7H8OS molecule.

The geometry in ORCA input format:
```
! wB97M-V def2-TZVPD RIJCOSX def2/J DEFGRID3
* xyz 0 1
O 2.277 -2.725 -0.048
C 1.686 -1.662 0.029
C 2.174 -0.379 0.601
C 1.678 0.840 0.329
C 0.679 1.134 -0.681
C -0.641 1.173 0.154
C -1.819 0.665 -0.021
C -2.929 0.187 -0.474
S -3.351 -1.595 -0.307
H 0.681 -1.556 -0.417
H 2.808 -0.422 1.531
H 2.027 1.658 0.905
H 0.829 2.166 -1.209
H 0.641 0.371 -1.372
H -0.287 1.545 1.093
H -3.891 0.683 -0.720
H -2.563 -2.081 0.605
*
```

As for the HOMO energy: -8.91 eV. For the total energy, the calculation gives -20267.535 eV. Its relative energy (zero: lowest compared OMol25 entry of this formula, charge and spin) is 246.1 kJ/mol. As for the LUMO energy: 0.008 eV. The value obtained for the HOMO-LUMO gap is 8.91 eV. Its SMILES is O=C/C=C\CC=C=CS.

Mulliken charges, unit e, in atom order: atom 1 (O): -0.496, atom 2 (C): -0.001, atom 3 (C): -0.240, atom 4 (C): -0.293, atom 5 (C): -0.556, atom 6 (C): -0.219, atom 7 (C): -0.012, atom 8 (C): -0.381, atom 9 (S): -0.227, atom 10 (H): 0.258, atom 11 (H): 0.277, atom 12 (H): 0.412, atom 13 (H): 0.240, atom 14 (H): 0.484, atom 15 (H): 0.336, atom 16 (H): 0.300, atom 17 (H): 0.118

(3)
DFT (ωB97M-V/def2-TZVPD) results for a molecular structure, C7H9AsF6N4OPtS5.

The geometry in ORCA input format:
```
! wB97M-V def2-TZVPD RIJCOSX def2/J DEFGRID3
* xyz -2 1
Pt -0.539 -1.240 1.502
S -0.567 0.226 5.833
As -1.675 -0.880 4.409
S -2.114 0.340 2.624
S -0.481 -2.509 3.506
S -3.434 -1.636 5.306
C -2.057 0.653 -3.521
C -1.295 -0.522 -3.040
N -0.450 -1.203 -3.761
N 0.009 -2.172 -2.932
C -0.523 -2.075 -1.685
S -0.221 -3.099 -0.418
N -1.397 -1.023 -1.778
N -2.243 -0.607 -0.780
H -1.870 0.777 -4.584
H -1.720 1.546 -2.995
H -3.123 0.516 -3.341
H 0.746 -2.798 -3.198
H -2.257 0.410 -0.738
H -1.835 -0.935 0.165
C 1.352 1.185 2.043
C 1.528 0.884 0.542
O 0.567 0.159 -0.031
C 1.651 2.237 -0.209
F 2.540 3.097 0.343
F 2.035 2.116 -1.496
F 0.487 2.900 -0.249
C 2.902 0.168 0.367
F 3.963 0.855 0.866
F 2.920 -1.019 0.976
F 3.219 -0.068 -0.921
H 0.460 1.795 2.174
H 2.219 1.693 2.460
H 1.201 0.228 2.560
*
```

As for the HOMO energy: -1.02 eV. For the total energy, the calculation gives -149982.971 eV. Its relative energy (zero: lowest compared OMol25 entry of this formula, charge and spin) is 223.7 kJ/mol. As for the LUMO energy: 4.324 eV. The value obtained for the HOMO-LUMO gap is 5.34 eV.

Mulliken charges, unit e, in atom order: atom 1 (Pt): 0.722, atom 2 (S): -0.658, atom 3 (As): 0.423, atom 4 (S): -0.506, atom 5 (S): -0.448, atom 6 (S): -0.664, atom 7 (C): -1.272, atom 8 (C): 1.120, atom 9 (N): -0.919, atom 10 (N): 0.224, atom 11 (C): 0.247, atom 12 (S): -0.557, atom 13 (N): 0.679, atom 14 (N): -0.994, atom 15 (H): 0.358, atom 16 (H): 0.271, atom 17 (H): 0.318, atom 18 (H): 0.202, atom 19 (H): 0.362, atom 20 (H): -0.108, atom 21 (C): -1.879, atom 22 (C): 1.052, atom 23 (O): -0.678, atom 24 (C): 0.395, atom 25 (F): -0.303, atom 26 (F): -0.273, atom 27 (F): -0.277, atom 28 (C): 0.685, atom 29 (F): -0.306, atom 30 (F): -0.265, atom 31 (F): -0.277, atom 32 (H): 0.419, atom 33 (H): 0.376, atom 34 (H): 0.528

(4)
DFT (ωB97M-V/def2-TZVPD) results for a single C7H9BO2 molecule.

The geometry in ORCA input format:
```
! wB97M-V def2-TZVPD RIJCOSX def2/J DEFGRID3
* xyz 0 1
B 2.967 -1.947 -0.085
C 1.211 -0.470 -0.028
C 2.203 0.417 -0.092
C -3.738 -1.106 0.034
C -0.125 0.016 -0.219
C -2.657 -0.319 -0.072
C -1.216 -0.680 0.118
C 2.628 1.807 0.042
O 1.554 -1.774 -0.041
O 3.688 -0.899 0.068
H 3.447 -3.093 -0.276
H -4.678 -0.762 -0.152
H -3.684 -2.210 0.246
H -0.301 1.033 -0.702
H -2.733 0.597 -0.532
H -0.916 -1.686 0.540
H 2.597 2.317 1.102
H 2.067 2.403 -0.557
H 3.726 2.002 -0.337
*
```

As for the HOMO energy: -8.74 eV. For the total energy, the calculation gives -12173.959 eV. Its relative energy (zero: lowest compared OMol25 entry of this formula, charge and spin) is 446.2 kJ/mol. As for the LUMO energy: 0.066 eV. The value obtained for the HOMO-LUMO gap is 8.81 eV.

Mulliken charges, unit e, in atom order: atom 1 (B): 0.504, atom 2 (C): 0.642, atom 3 (C): 0.595, atom 4 (C): -0.783, atom 5 (C): -0.648, atom 6 (C): -0.238, atom 7 (C): 0.087, atom 8 (C): -1.134, atom 9 (O): -0.593, atom 10 (O): -0.549, atom 11 (H): -0.109, atom 12 (H): 0.325, atom 13 (H): 0.222, atom 14 (H): 0.144, atom 15 (H): 0.305, atom 16 (H): 0.293, atom 17 (H): 0.249, atom 18 (H): 0.399, atom 19 (H): 0.290

(5)
DFT (ωB97M-V/def2-TZVPD) results for a single C7H9BO3 molecule.

The geometry in ORCA input format:
```
! wB97M-V def2-TZVPD RIJCOSX def2/J DEFGRID3
* xyz 0 1
O 1.311 -1.220 -2.904
B 1.238 -0.338 -1.853
O 2.311 -0.217 -0.992
C -0.226 0.212 -1.502
O -1.329 -0.380 -2.260
C -0.349 0.217 -0.033
C 0.183 1.253 0.665
C 0.031 1.282 2.066
C -0.752 0.383 2.740
C -1.243 -0.697 1.992
C -1.016 -0.770 0.644
H 2.144 -1.546 -3.151
H 2.934 -0.906 -1.026
H -0.238 1.301 -1.650
H -2.106 0.199 -2.071
H 0.497 2.196 0.148
H 0.578 2.035 2.676
H -0.867 0.188 3.822
H -1.786 -1.488 2.516
H -1.317 -1.704 0.174
*
```

As for the HOMO energy: -9.00 eV. For the total energy, the calculation gives -14225.489 eV. Its relative energy (zero: lowest compared OMol25 entry of this formula, charge and spin) is 112.4 kJ/mol. As for the LUMO energy: 0.341 eV. The value obtained for the HOMO-LUMO gap is 9.34 eV. Its SMILES is OB(O)[C@@H](O)c1ccccc1.

Mulliken charges, unit e, in atom order: atom 1 (O): -0.532, atom 2 (B): 0.733, atom 3 (O): -0.574, atom 4 (C): -0.276, atom 5 (O): -0.527, atom 6 (C): 0.505, atom 7 (C): -0.432, atom 8 (C): -0.437, atom 9 (C): -0.599, atom 10 (C): -0.274, atom 11 (C): -0.347, atom 12 (H): 0.285, atom 13 (H): 0.276, atom 14 (H): 0.305, atom 15 (H): 0.331, atom 16 (H): 0.240, atom 17 (H): 0.303, atom 18 (H): 0.300, atom 19 (H): 0.349, atom 20 (H): 0.372

(6)
DFT (ωB97M-V/def2-TZVPD) results for a molecular structure, C7H9Br2NO.

The geometry in ORCA input format:
```
! wB97M-V def2-TZVPD RIJCOSX def2/J DEFGRID3
* xyz 0 1
C 0.165 -2.045 0.306
C -1.046 -1.192 -0.034
C 0.402 0.953 0.251
C -0.702 0.263 -0.624
C 1.095 -0.025 1.246
C 1.743 1.152 -0.355
C -1.945 1.121 -0.722
N 1.117 -1.422 1.024
O 0.230 -3.188 -0.071
Br 2.863 2.498 0.391
Br 2.498 -0.060 -1.554
H -1.666 -1.809 -0.692
H -1.600 -0.820 0.882
H 0.106 1.981 0.513
H -0.264 0.198 -1.651
H 1.719 0.285 2.080
H -1.977 2.013 -0.122
H -2.810 0.532 -0.217
H -1.943 1.455 -1.773
H 2.015 -1.890 1.122
*
```

As for the HOMO energy (spin up / spin down): -7.74 / -7.74 eV. For the total energy, the calculation gives -151024.861 eV. Its relative energy (zero: lowest compared OMol25 entry of this formula, charge and spin) is 196.5 kJ/mol. As for the LUMO energy (spin up / spin down): 0.336 / 0.335 eV. The value obtained for the HOMO-LUMO gap (spin up / spin down) is 8.08 / 8.07 eV.

Mulliken charges, unit e, in atom order: atom 1 (C): 0.283, atom 2 (C): -0.831, atom 3 (C): 0.130, atom 4 (C): 0.296, atom 5 (C): -0.959, atom 6 (C): -0.145, atom 7 (C): -1.297, atom 8 (N): 0.001, atom 9 (O): -0.618, atom 10 (Br): -0.097, atom 11 (Br): -0.098, atom 12 (H): 0.320, atom 13 (H): 0.436, atom 14 (H): 0.450, atom 15 (H): 0.385, atom 16 (H): 0.464, atom 17 (H): 0.378, atom 18 (H): 0.305, atom 19 (H): 0.306, atom 20 (H): 0.290

The calculation returns the following max |F| values, one per record and in order: 0.1010; 0.0703; 0.0413; 0.0900; 0.0520; 0.0494 hartree/bohr.